Entry 1:
A 2-piece molecular cluster, C14H19ClFN4O4 overall at a distorted geometry, computed with ωB97M-V with the def2-TZVPD basis set.

```
43
Properties=species:S:1:pos:R:3
Cl 1.209 -5.767 1.681
C 1.204 -5.137 -0.001
N 0.641 -3.785 -0.030
C -0.821 -3.760 0.469
C -1.317 -2.338 0.330
N -0.251 -1.483 -0.209
F -1.293 1.251 0.446
C 0.091 -1.930 -1.559
C 0.663 -3.333 -1.497
C 0.940 -1.429 0.680
C 1.501 -2.813 0.790
H 2.231 -5.100 -0.379
H 0.548 -5.753 -0.615
H -1.383 -4.443 -0.191
H -0.802 -4.104 1.513
H -2.199 -2.253 -0.329
H -1.571 -1.846 1.271
H -0.783 -1.882 -2.223
H 0.812 -1.205 -1.922
H 1.727 -3.412 -1.778
H 0.049 -4.085 -2.020
H 1.683 -0.722 0.292
H 0.655 -1.006 1.652
H 1.487 -3.146 1.829
H 2.514 -2.860 0.374
C -1.690 2.114 -0.500
N -3.257 2.318 -0.133
O -3.930 1.334 -0.411
O -3.742 3.366 0.393
C -0.807 3.289 -0.386
C -1.307 4.441 0.204
C -0.442 5.451 0.543
C 0.924 5.229 0.409
N 1.834 6.258 0.703
O 3.045 5.921 0.615
O 1.427 7.378 1.082
C 1.450 3.947 0.092
C 0.562 2.965 -0.275
H -1.807 1.585 -1.458
H -2.360 4.612 0.346
H -0.808 6.439 0.747
H 2.507 3.754 -0.044
H 0.867 1.940 -0.503
```

Results
- net charge = +1
- multiplicity = 1
- HOMO (Eh) = -0.458
- ΔE to the lowest compared entry with this formula, charge and spin (kcal per mole) = 0.0


Entry 2:
An isolated ion of composition C14H19ClN3OS and charge +1 at a distorted geometry, computed with ωB97M-V with the def2-TZVPD basis set.

```
39
Properties=species:S:1:pos:R:3
C -1.602 2.685 -3.916
C -0.426 2.047 -3.173
C 0.440 3.152 -2.568
C 0.434 1.163 -4.104
C 0.121 -0.331 -4.005
N -1.331 -0.609 -4.272
C 0.332 -0.867 -2.627
N -0.639 -1.417 -1.967
N -0.155 -1.801 -0.774
C 1.106 -1.462 -0.761
S 2.275 -1.701 0.455
C 1.189 -2.360 1.795
C 0.443 -1.256 2.466
C 1.094 -0.419 3.367
C 0.418 0.618 3.981
C -0.923 0.825 3.690
Cl -1.773 2.120 4.447
C -1.585 -0.001 2.793
C -0.900 -1.036 2.183
O 1.474 -0.854 -1.931
H -2.147 3.340 -3.242
H -1.239 3.289 -4.744
H -2.325 1.967 -4.312
H -0.812 1.435 -2.349
H -0.153 3.780 -1.911
H 0.860 3.778 -3.351
H 1.256 2.730 -1.986
H 0.321 1.487 -5.140
H 1.487 1.283 -3.845
H 0.745 -0.884 -4.716
H -1.844 0.287 -4.342
H -1.649 -1.127 -3.406
H -1.497 -1.170 -5.111
H 1.886 -2.851 2.472
H 0.527 -3.088 1.331
H 2.138 -0.581 3.591
H 0.924 1.262 4.683
H -2.629 0.164 2.581
H -1.410 -1.679 1.483
```

Results
- net charge = +1
- multiplicity = 1
- HOMO (Eh) = -0.411
- ΔE to the lowest compared entry with this formula, charge and spin (kcal per mole) = 1.2


Entry 3:
One molecule with the formula C14H19N3O5 at a distorted geometry, computed with ωB97M-V with the def2-TZVPD basis set.

```
41
Properties=species:S:1:pos:R:3
N -5.307 0.662 -1.128
C -4.714 -0.544 -0.943
O -5.309 -1.601 -1.087
C -3.227 -0.486 -0.607
C -2.817 -1.647 0.301
C -1.313 -1.752 0.534
N -1.046 -2.816 1.491
C -0.798 -0.399 0.994
O -1.088 0.035 2.119
N -0.077 0.332 0.114
C 0.458 1.651 0.438
C 1.591 2.017 -0.510
C 2.719 0.996 -0.479
C 2.926 0.128 -1.550
C 3.933 -0.827 -1.524
C 4.775 -0.909 -0.407
O 5.752 -1.861 -0.416
C 4.582 -0.038 0.667
C 3.565 0.904 0.617
C -0.671 2.717 0.381
O -0.642 3.657 -0.362
O -1.687 2.502 1.213
H -6.297 0.709 -1.322
H -4.824 1.552 -0.925
H -3.000 0.471 -0.148
H -2.671 -0.543 -1.548
H -3.313 -1.528 1.290
H -3.200 -2.589 -0.130
H -0.800 -2.063 -0.444
H -1.391 -2.503 2.409
H -0.025 -2.960 1.620
H 0.169 -0.068 -0.774
H 0.822 1.609 1.517
H 1.965 2.999 -0.242
H 1.188 2.119 -1.545
H 2.294 0.179 -2.418
H 4.086 -1.513 -2.379
H 6.275 -1.805 0.391
H 5.229 -0.064 1.554
H 3.420 1.578 1.459
H -1.530 1.699 1.778
```

Results
- multiplicity = 1
- HOMO (Eh) = -0.330
- ΔE to the lowest compared entry with this formula, charge and spin (kcal per mole) = 0.0


Entry 4:
One molecule with the formula C14H19N3S at a distorted geometry, computed with ωB97M-V with the def2-TZVPD basis set.

```
37
Properties=species:S:1:pos:R:3
C -3.616 -3.634 3.414
S -2.459 -3.681 1.963
C -2.451 -2.013 1.465
N -3.515 -1.223 1.643
N -3.513 0.051 1.204
C -2.415 0.469 0.581
C -1.270 -0.293 0.454
C 0.001 0.228 -0.157
C -0.269 0.579 -1.648
C 0.997 1.156 -2.289
C 1.468 2.426 -1.582
C 1.784 2.061 -0.150
C 2.876 1.019 -0.127
C 2.433 -0.262 -0.835
C 2.064 0.102 -2.292
C 1.183 -0.786 -0.100
C 0.494 1.511 0.541
N -1.350 -1.550 0.851
H -3.703 -4.600 3.891
H -4.617 -3.338 3.070
H -3.267 -2.881 4.140
H -2.401 1.501 0.193
H -0.638 -0.306 -2.224
H -1.064 1.292 -1.771
H 0.733 1.418 -3.341
H 2.356 2.865 -2.046
H 0.710 3.224 -1.568
H 2.093 2.966 0.408
H 3.834 1.339 -0.563
H 3.086 0.747 0.916
H 3.186 -1.037 -0.840
H 2.917 0.484 -2.852
H 1.628 -0.720 -2.859
H 1.448 -1.005 0.962
H 0.867 -1.707 -0.595
H 0.656 1.339 1.626
H -0.266 2.259 0.519
```

Results
- multiplicity = 1
- HOMO (Eh) = -0.326
- ΔE to the lowest compared entry with this formula, charge and spin (kcal per mole) = 5.0


Entry 5:
C14H19N7O2PSm as an isolated structure at a distorted geometry, computed with ωB97M-V with the def2-TZVPD basis set.

```
44
Properties=species:S:1:pos:R:3
Sm 1.780 -0.616 0.168
C -3.379 1.090 2.130
N -2.030 0.470 2.254
C -1.201 0.328 3.458
C -0.021 -0.150 3.072
N 0.009 -0.214 1.671
C -1.186 0.183 1.219
P -1.573 0.189 -0.535
C -1.012 -1.490 -1.092
N 0.273 -1.890 -0.985
C 0.364 -3.079 -1.741
C -0.849 -3.399 -2.195
N -1.746 -2.337 -1.854
C -3.190 -2.250 -2.192
C -0.220 1.332 -1.125
N 1.136 1.253 -0.963
C 1.613 2.474 -1.515
C 0.600 3.313 -1.836
N -0.614 2.552 -1.671
C -1.959 3.116 -1.789
H -3.781 1.239 3.140
H -3.996 0.518 1.472
H -3.264 2.112 1.724
H -1.613 0.452 4.475
H 0.846 -0.419 3.671
H 1.281 -3.643 -1.748
H -1.109 -4.242 -2.829
H -3.593 -1.333 -1.677
H -3.787 -3.038 -1.727
H -3.332 -2.217 -3.298
H 2.681 2.625 -1.593
H 0.679 4.266 -2.350
H -2.249 3.678 -0.867
H -2.653 2.246 -2.024
H -1.982 3.803 -2.666
N 4.342 0.045 0.476
C 4.815 -0.739 1.680
C 3.573 -1.607 1.917
O 2.746 -1.237 2.810
O 3.308 -2.446 0.972
H 4.712 -0.414 -0.347
H 4.725 0.965 0.456
H 5.143 -0.160 2.537
H 5.716 -1.328 1.319
```

Results
- net charge = +2
- multiplicity = 6
- HOMO (spin up / spin down) (Eh) = -0.563 / -0.564
- ⟨S²⟩ = 8.7583


Entry 6:
One molecule with the formula C14H19NO3, computed with ωB97M-V with the def2-TZVPD basis set.

```
37
Properties=species:S:1:pos:R:3
C 3.272 -1.691 2.760
O 1.892 -1.454 2.973
C 1.188 -1.060 1.854
C 0.557 0.174 1.882
C -0.177 0.649 0.806
C -0.273 -0.125 -0.347
C 0.342 -1.369 -0.373
C 1.053 -1.861 0.711
O 1.631 -3.108 0.592
C 1.179 -4.068 1.530
C -1.045 0.331 -1.562
C -2.267 -0.564 -1.814
N -1.449 1.723 -1.448
C -1.191 2.563 -2.479
C -1.563 4.020 -2.287
O -0.698 2.165 -3.517
C -1.955 2.092 -0.149
C -0.823 2.005 0.874
H 3.449 -2.414 1.960
H 3.788 -0.757 2.513
H 3.658 -2.081 3.700
H 0.657 0.772 2.776
H 0.282 -1.989 -1.255
H 0.125 -4.310 1.354
H 1.296 -3.727 2.561
H 1.787 -4.957 1.366
H -0.396 0.278 -2.444
H -1.950 -1.583 -2.012
H -2.813 -0.194 -2.679
H -2.930 -0.573 -0.952
H -1.031 4.451 -1.442
H -2.635 4.129 -2.133
H -1.283 4.554 -3.191
H -2.384 3.092 -0.169
H -2.747 1.388 0.129
H -1.203 2.193 1.879
H -0.072 2.769 0.650
```

Results
- multiplicity = 1
- HOMO (Eh) = -0.316
- ΔE to the lowest compared entry with this formula, charge and spin (kcal per mole) = 40.7


Entry 7:
C14H20AlClF7N3O as an isolated structure at a distorted geometry, computed with ωB97M-V with the def2-TZVPD basis set.

```
47
Properties=species:S:1:pos:R:3
C 3.749 -2.209 3.302
C 4.362 -1.520 2.096
C 3.257 -0.962 0.985
C 2.863 -2.057 -0.215
C 1.738 -1.554 -1.297
Cl 1.220 -2.720 -2.686
C 1.105 -0.032 -1.139
C -0.060 0.365 -2.272
C -1.462 -0.331 -1.681
C -2.688 0.748 -1.510
C -2.885 1.214 0.078
C -3.994 0.255 0.879
N -3.273 -0.812 1.679
N 1.543 0.940 -0.027
N 0.941 2.188 -0.045
C 2.584 0.562 1.046
C 3.052 1.537 2.278
O 3.140 2.967 1.947
C 2.259 3.793 2.791
F 2.210 5.149 2.127
F 2.869 4.060 4.147
F 0.853 3.333 2.868
H 3.868 -3.367 3.507
H 3.107 -1.551 4.037
H 5.528 -1.419 1.966
H 3.351 -3.120 -0.293
H -0.160 1.518 -2.440
H 0.197 -0.132 -3.315
H -1.240 -0.750 -0.586
H -1.717 -1.268 -2.334
H -3.689 0.153 -1.773
H -2.547 1.690 -2.209
H -1.895 1.130 0.705
H -3.298 2.323 0.087
H -4.499 0.978 1.675
H -4.823 -0.146 0.156
H -3.823 -1.703 1.749
H -3.103 -0.476 2.674
H 0.989 2.653 -0.978
H -0.019 2.187 0.362
H 2.356 1.287 3.197
H 4.148 1.211 2.619
F -1.563 -3.563 -5.443
Al -3.223 -3.223 -4.831
F -3.724 -4.529 -3.697
F -4.372 -3.157 -6.217
F -3.232 -1.642 -3.968
```

Results
- multiplicity = 1
- HOMO (Eh) = -0.353


Entry 8:
C14H20BN6O4OsS2 as an isolated structure at a distorted geometry, computed with ωB97M-V with the def2-TZVPD basis set.

```
48
Properties=species:S:1:pos:R:3
Os -0.371 1.468 1.277
C -3.954 -3.067 1.222
C -2.584 -2.628 1.581
N -1.480 -3.203 1.244
N -0.512 -2.461 1.874
C -0.990 -1.402 2.518
S -0.181 -0.223 3.416
N -2.325 -1.522 2.361
N -3.294 -0.686 2.923
H -3.895 -4.024 0.710
H -4.437 -2.340 0.567
H -4.565 -3.161 2.121
H 0.418 -2.442 1.457
H -2.797 -0.101 3.589
H -3.645 -0.075 2.194
C 4.056 0.171 -5.418
C 3.348 -0.078 -4.111
C 2.763 0.992 -3.392
C 2.089 0.807 -2.215
C 1.976 -0.528 -1.668
C 2.557 -1.629 -2.399
C 3.214 -1.373 -3.578
S 1.223 -0.792 -0.244
O 1.574 -2.069 0.364
O -0.383 -0.938 -0.351
N 1.281 0.516 0.669
C 2.589 0.994 1.144
C 2.384 2.291 1.917
O 3.351 2.872 2.359
O 1.128 2.688 2.053
H 3.363 0.482 -6.210
H 4.565 -0.732 -5.765
H 4.808 0.962 -5.327
H 2.852 2.001 -3.790
H 1.653 1.646 -1.689
H 2.479 -2.632 -1.999
H 3.648 -2.208 -4.121
H 3.279 1.183 0.327
H 3.049 0.278 1.822
C -1.171 0.300 -0.240
H -1.131 0.796 -1.208
H -2.189 -0.054 -0.105
B -4.420 3.551 2.492
C -3.030 2.940 2.084
N -2.060 2.401 1.770
H -5.156 3.444 1.524
H -4.819 2.873 3.429
H -4.259 4.712 2.820
```

Results
- net charge = -1
- multiplicity = 5
- HOMO (spin up / spin down) (Eh) = -0.100 / -0.208
- ΔE to the lowest compared entry with this formula, charge and spin (kcal per mole) = 0.0
- ⟨S²⟩ = 6.0417


Electronic energy readings, ordered: -1624.4048, -1642.5163, -1085.4348, -1107.3164, -2077.5312, -825.3448, -2186.2897, -2086.8256 hartree